# 1
Computed, not measured: an isolated ion of composition C4H11N2S and charge -1 in a non-equilibrium geometry, with ωB97M-V/def2-TZVPD.

Geometry (Å):
H  -0.10907  2.10259  -0.15430
H  0.32201  1.16336  -1.35540
H  3.99625  -2.07448  0.01942
N  0.53855  1.32461  -0.39575
N  2.17353  -1.01159  0.46212
H  0.83050  -1.18773  -1.05384
C  0.85266  -1.10575  0.04444
H  0.13751  -1.85286  0.33294
H  -1.44372  -0.53856  -1.00110
H  2.26572  -1.07932  1.49328
C  -0.06603  0.19768  0.34759
C  -1.55805  -0.12675  0.01391
C  3.10518  -1.64542  -0.49475
H  2.65778  -2.43235  -1.09429
H  3.33817  -0.82042  -1.18043
H  -2.00103  -0.89463  0.61607
H  -0.12288  0.48022  1.41236
S  -2.67865  1.31402  0.12710

Cartesian forces, eV/Å:
0.5098 -0.3123 -0.3073
-0.1453 -0.1793 -1.0409
-0.4253 0.5596 -0.4805
-1.2124 0.4910 1.5699
1.0763 -0.9212 1.2611
0.0805 0.2372 0.1094
-3.5557 2.9392 -0.9967
0.3352 -1.5799 0.8678
-0.6718 0.0428 -0.2593
0.4883 -0.4063 -1.3926
0.5478 -0.9496 0.0838
1.0231 0.9665 -1.1690
0.3506 0.7820 1.3488
-0.2678 -0.3356 0.1415
0.6275 -0.4286 -0.1038
0.2718 -0.6669 0.6072
0.7224 -0.1998 -0.0956
0.2449 -0.0389 -0.1439

## Properties
structure (SMILES) = CNC[C@@H](N)C[S-]
frontier orbital gap = 5.8792 eV
HOMO energy = -2.42 eV
net charge = -1
energy relative to the best compared isomer or geometry (same formula, charge and spin) = 1.538 eV
molar mass = 119.2 g/mol

Löwdin atomic charge list, values in e, 2 entries: atom 1 (H): 0.017, atom 2 (H): 0.035

=====

# 2
Computed, not measured: a 3-piece molecular cluster, CH7NO4 overall in a non-equilibrium geometry, with ωB97M-V/def2-TZVPD.

Geometry (Å):
O  0.68353  -1.52084  -0.83820
C  0.15310  -1.02472  0.11860
N  -1.13290  -1.25123  0.52986
O  -1.47525  1.80229  0.90921
H  -0.76605  2.42258  1.13112
H  1.37161  0.39563  -1.96094
H  -2.02078  2.40753  0.38792
H  0.40224  0.26373  1.63052
H  -1.60915  -0.50621  1.00784
H  -1.65865  -1.89665  -0.03962
H  1.88459  1.55161  -1.15320
O  0.86961  -0.24401  0.95431
O  1.14273  1.30772  -1.72285

Cartesian forces, eV/Å:
0.0684 -0.2205 -0.1260
-0.4308 0.1094 0.5846
0.2272 -0.2741 -0.1759
0.1242 0.9129 0.0385
0.1834 -0.4059 0.1413
-0.3313 0.0770 0.1041
-0.3049 -0.5130 -0.1120
-0.4421 -0.5060 -0.3227
-0.1730 -0.0298 -0.0402
-0.0445 0.3544 -0.0026
-0.2262 0.0512 -0.0652
0.8542 0.5276 0.0080
0.4953 -0.0831 -0.0320

## Properties
structure (SMILES) = NC(=O)O.O.O
frontier orbital gap = 10.5195 eV
HOMO energy = -10.26 eV
energy relative to the best compared isomer or geometry (same formula, charge and spin) = 0.513 eV
molar mass = 97.1 g/mol

Löwdin atomic charge list, values in e, 2 entries: atom 1 (O): 0.078, atom 2 (C): -0.670

=====

# 3
Computed, not measured: an isolated molecule of C2H5N3 in a non-equilibrium geometry, with ωB97M-V/def2-TZVPD.

Geometry (Å):
H  -2.60072  -1.16384  -0.21524
C  1.61968  0.34150  -0.02389
N  2.24816  -0.75894  -0.00255
H  -0.26667  1.46116  -0.20316
N  0.18193  0.52621  0.49463
C  -1.91883  -0.28598  -0.06994
H  -2.43330  0.66926  -0.37460
N  -0.64227  -0.52354  0.34016
H  2.17675  1.29229  -0.27543
H  1.63526  -1.55812  0.33002

Cartesian forces, eV/Å:
1.0853 0.6745 0.5020
-0.8534 -0.7668 1.3300
-1.2983 -0.0165 0.2399
1.7728 -3.0382 2.8364
0.4921 4.6371 -4.2695
2.7718 -1.4893 0.7465
1.3095 -0.4336 0.5332
-4.8454 0.1698 -1.6481
-1.1343 -0.9431 0.2642
0.7000 1.2062 -0.5345

## Properties
structure (SMILES) = [H]/N=C\NN=C
frontier orbital gap = 9.8266 eV
HOMO energy = -9.25 eV
energy relative to the best compared isomer or geometry (same formula, charge and spin) = 2.844 eV
molar mass = 71.1 g/mol

Löwdin atomic charge list, values in e, 2 entries: atom 1 (H): 0.058, atom 2 (C): -0.269

=====

# 4
Computed, not measured: a 3-piece molecular cluster, H7O3 overall in a non-equilibrium geometry, with ωB97M-V/def2-TZVPD.

Geometry (Å):
H  -2.04660  1.84058  1.29327
H  1.78623  0.08954  -2.10136
O  1.16857  -0.59355  -1.79191
O  -1.56270  1.00838  1.27885
H  -0.54901  0.16035  0.75078
H  0.46460  -1.22862  0.86510
O  0.34729  -0.33966  0.51250
H  0.85100  -0.26989  -0.43629
H  1.25472  -1.24627  -2.50296
H  -1.71410  0.57914  2.13204

Cartesian forces, eV/Å:
0.1039 0.1070 -0.2736
-0.1295 0.0830 0.1361
1.0392 0.8724 -0.9171
-0.1559 -0.6479 0.6146
0.7185 0.2262 -0.5789
-0.1610 -0.0854 0.1167
0.7162 0.2887 -0.5301
-1.4232 -0.7446 0.8774
-0.4206 -0.4099 0.4778
-0.2874 0.3106 0.0771

## Properties
frontier orbital gap = 13.8878 eV
HOMO energy = -17.46 eV
net charge = +1
energy relative to the best compared isomer or geometry (same formula, charge and spin) = 0.495 eV
molar mass = 55.1 g/mol

Löwdin atomic charge list, values in e, 2 entries: atom 1 (H): 0.116, atom 2 (H): 0.112

=====

# 5
Computed, not measured: C44H39BCoN9O4P2 as an isolated structure in a non-equilibrium geometry, with ωB97M-V/def2-TZVPD.

Geometry (Å):
C  0.49667  -6.12533  1.58353
H  0.28774  2.26456  -2.68920
C  -3.46687  -0.19318  0.72096
C  -2.96042  -3.48047  -3.01903
H  1.00995  -9.42679  2.14881
H  -6.20468  -3.66622  3.02434
C  -0.43293  -8.20304  3.16443
C  3.16953  0.95345  -3.35339
H  -1.90300  -1.61498  3.37532
C  -0.97309  -6.93590  3.29125
H  -0.10612  -3.67475  -1.05488
C  -0.73896  1.79468  1.25689
C  -2.05351  -2.94084  -2.12380
O  -1.03126  -0.40004  -2.03714
C  -3.33763  -5.60363  1.30897
H  -2.54040  -6.16622  0.83799
C  -1.27869  3.07138  1.35534
O  -0.12957  -0.12590  2.53270
H  4.05949  -3.62771  -1.94509
N  2.70333  0.24404  -2.31435
H  -5.11745  1.19575  3.32738
C  -2.53874  -0.97370  1.41588
B  3.45168  -0.83100  -1.49803
H  -3.53335  -0.23901  4.57268
C  -2.57890  -0.98689  2.80841
C  6.52419  -1.24471  -3.48545
H  -6.71703  -5.39623  1.33335
H  -4.95883  -4.20631  -3.31257
N  5.72366  0.00496  -1.78680
O  -2.32731  0.98335  -3.08608
H  -2.73801  1.85785  -3.03089
C  -4.62025  -3.57460  -1.29241
H  -1.08340  -2.66365  -2.49872
H  -2.66199  -3.63888  -4.04674
C  1.19985  1.69706  -2.77020
O  -0.40754  1.83735  3.57409
H  -5.10617  1.17886  0.85165
C  -0.53261  -3.06316  1.67016
C  -3.71211  -3.05173  -0.38542
C  -2.40964  -2.72880  -0.78543
H  1.88206  0.92200  2.41824
C  -1.33611  1.67132  -0.95404
P  -1.33854  -1.96306  0.48659
H  4.71255  -2.49818  -3.60521
C  -4.08183  -3.94187  2.87712
H  -3.51477  -0.24082  -0.36163
N  2.23181  -0.04131  0.55958
H  -4.87938  -6.65433  0.25918
C  -1.81703  3.67291  0.23589
C  -1.89819  2.93365  -0.93067
N  -0.66601  1.13996  0.09235
C  -4.38074  0.59336  1.40209
N  1.49463  0.69207  -1.94424
H  2.28050  2.64730  -4.45972
C  -4.39391  0.59451  2.79248
C  0.58103  -8.43837  2.24432
H  -5.62030  -3.81438  -0.95737
N  1.31708  -2.11379  -1.20590
N  3.42025  -0.38398  -0.02802
C  6.74157  -0.16691  -2.60437
H  -3.86395  -3.22728  3.66287
H  1.91258  -5.30430  -1.72280
H  -1.75833  -6.76635  4.02029
H  -1.28916  3.56695  2.31480
H  -0.79686  -9.00651  3.79076
H  4.50559  0.86768  2.76247
H  5.45758  -0.26023  0.45194
C  -0.37357  1.04470  2.50847
H  -0.03546  -2.34656  2.32563
H  7.59501  0.48935  -2.53909
H  1.84301  -7.57152  0.74862
C  -4.65538  -5.88038  0.98212
H  0.28497  -3.56208  1.16229
H  -2.39717  3.34601  -1.79877
C  -3.03512  -4.62402  2.25418
C  -5.68800  -5.17127  1.58324
C  3.02844  -3.39616  -1.74748
H  -2.22149  4.67464  0.28524
C  0.90586  -3.38935  -1.26156
H  0.89926  -5.34440  0.95585
C  2.22685  1.90529  -3.68320
C  1.94362  -4.23558  -1.60591
C  3.95225  0.49381  1.91979
C  4.44708  -0.08379  0.77346
P  -1.34776  -4.28579  2.87170
H  -0.20248  1.30967  4.36418
Co  0.46705  -0.45281  -0.51496
C  -0.52552  -5.87825  2.49205
H  7.16849  -1.61235  -4.26484
H  4.14074  0.74854  -3.77143
N  4.82778  -0.97797  -2.09094
C  -5.40144  -4.19675  2.52964
C  5.29340  -1.72414  -3.13413
C  -4.24775  -3.79609  -2.60751
C  -3.50198  -0.20616  3.49120
C  -1.54611  0.70741  -2.07787
C  2.58123  0.50656  1.73273
H  -4.03320  -2.90080  0.63617
N  2.63531  -2.13996  -1.52571
C  1.04471  -7.39741  1.45919

Cartesian forces, eV/Å:
-0.0196 -0.0068 -0.0062
0.0548 -0.0271 0.0146
0.0292 0.0154 -0.0357
-0.0052 -0.0013 0.0081
0.0000 0.0067 -0.0016
0.0030 0.0019 0.0012
-0.0024 -0.0074 -0.0061
-0.0049 0.0345 0.0196
-0.0203 0.0384 -0.0209
-0.0256 0.0314 0.0044
0.0183 -0.0152 0.0345
0.0330 -0.0116 -0.1497
-0.0271 -0.0406 -0.0115
0.7371 0.3434 0.8133
0.0427 -0.0318 0.0078
0.0029 -0.0042 0.0113
-0.0415 0.0320 0.0567
0.3996 0.0216 -0.0115
-0.0005 0.0252 -0.0644
0.0369 -0.0116 -0.0563
0.0070 -0.0002 -0.0023
-0.1671 -0.0859 -0.0313
-0.0560 -0.0943 -0.1152
-0.0069 -0.0041 -0.0004
-0.2031 -0.0872 0.0364
-0.0058 0.0183 0.0030
0.0008 -0.0007 -0.0003
0.0082 0.0023 -0.0016
0.0498 -0.1150 -0.0224
-0.1679 0.2854 -0.0680
-0.0225 -0.0469 -0.0678
0.0048 0.0409 -0.0482
-0.0235 -0.0115 -0.0093
0.0022 0.0096 0.0072
-0.0588 0.1704 -0.0539
0.0670 -0.0848 0.0224
0.0096 -0.0024 0.0040
0.1302 -0.0260 0.1433
-0.0260 0.0662 -0.0446
-0.0422 -0.0556 -0.0199
-0.2043 -0.0613 0.0981
-0.0447 -0.0280 0.2720
-0.0187 0.3173 0.1170
-0.0255 -0.0245 0.0653
0.0208 -0.0554 0.0904
0.0254 0.0017 0.0034
-0.1445 -0.2725 0.1111
0.0067 0.0076 -0.0038
-0.0346 0.1188 0.0290
-0.0190 -0.1445 -0.0090
-0.2476 0.0311 -0.3240
-0.0239 0.0062 0.0057
-0.3158 -0.1581 0.2480
0.0022 -0.0091 0.0061
0.0011 0.0082 -0.0166
-0.0130 -0.0125 0.0133
0.0250 0.0155 -0.0136
0.0644 0.0384 0.0861
-0.0473 0.0326 -0.0631
0.0330 0.0437 -0.0180
-0.0195 -0.0395 -0.0280
-0.0100 0.0069 -0.0109
0.0034 0.0075 0.0058
0.0089 -0.0127 -0.0154
0.0001 0.0034 -0.0029
-0.0167 -0.0069 0.0022
-0.0397 0.0022 -0.0032
0.1358 0.3224 -0.0226
0.0396 0.0425 0.0066
-0.0006 -0.0102 -0.0045
-0.0122 0.0161 0.0056
-0.0129 -0.0246 0.0494
0.0195 -0.1040 -0.1771
0.0094 0.0302 0.0292
-0.0451 -0.0640 0.0779
0.0117 -0.0191 0.0267
0.0776 -0.0259 0.0973
0.0078 -0.0001 0.0057
-0.0638 -0.0432 0.1092
0.0254 0.1072 -0.0633
0.0124 -0.0614 0.0254
-0.0008 -0.0004 0.0513
-0.0134 0.0099 -0.0128
0.0195 0.0293 0.0227
-0.0528 -0.0062 -0.0362
-0.0285 0.0315 0.0072
-0.0740 -0.1147 -1.0628
0.0212 0.0031 0.0528
0.0047 0.0031 0.0164
-0.0007 0.0055 0.0001
0.1015 0.0131 0.2562
-0.0049 -0.0220 0.0028
-0.0958 0.0661 -0.1761
-0.0022 0.0052 -0.0040
0.0183 -0.0341 -0.0111
0.3248 -0.4440 0.0270
-0.0362 0.0140 0.0031
0.0004 0.0282 -0.1107
-0.0705 0.0604 -0.1713
0.0088 -0.0013 -0.0040

## Properties
frontier orbital gap (spin up / spin down) = 5.7608 / 4.9809 eV
HOMO energy (spin up / spin down) = -12.49 / -12.48 eV
net charge = +2
energy relative to the best compared isomer or geometry (same formula, charge and spin) = 1.874 eV
molar mass = 889.5 g/mol

Löwdin atomic charge list, values in e, 2 entries: atom 1 (C): -0.095, atom 2 (H): 0.104

=====

# 6
Computed, not measured: an isolated molecule of C5H6S in a non-equilibrium geometry, with ωB97M-V/def2-TZVPD.

Geometry (Å):
S  2.10719  0.39388  -0.23724
H  -0.78452  0.76171  -1.37532
C  1.72350  1.14018  1.16828
C  -1.11267  0.31292  0.65664
H  -1.47681  -1.07379  -1.04520
C  -0.73751  -0.16351  -0.71726
C  0.01146  0.84886  1.33120
H  0.81521  -1.78123  -0.52321
C  0.73424  -0.68950  -0.88188
H  0.91808  -0.81142  -1.86874
H  -2.04919  -0.00311  1.00775
H  -0.14896  1.06501  2.48499

Cartesian forces, eV/Å:
0.1432 -1.0901 -0.4604
-0.4975 -1.3369 0.1225
-4.5097 -0.5814 -0.9935
6.6728 0.6596 0.0205
1.7347 2.4852 0.3519
-0.5685 -0.9333 -1.6729
-1.2332 -0.2290 3.8793
0.1742 1.7718 0.2660
-1.5582 -0.9869 3.2640
0.6825 0.0623 -3.3466
-1.0348 0.4039 1.0757
-0.0056 -0.2253 -2.5066

## Properties
frontier orbital gap = 8.6827 eV
HOMO energy = -9.12 eV
energy relative to the best compared isomer or geometry (same formula, charge and spin) = 4.408 eV
molar mass = 98.2 g/mol

Löwdin atomic charge list, values in e, 2 entries: atom 1 (S): 0.852, atom 2 (H): 0.120

=====

# 7
Computed, not measured: a 2-piece molecular cluster, C5H5NO overall in a non-equilibrium geometry, with ωB97M-V/def2-TZVPD.

Geometry (Å):
H  0.92800  -1.15807  -1.66043
C  -0.61586  -0.55643  0.29494
C  0.89001  1.31161  -0.52702
C  -0.35494  0.64012  -0.71063
C  -1.32274  0.82584  0.36168
H  -1.13130  -1.45071  -0.04887
N  1.90924  1.86416  -0.41827
H  -1.13294  1.47053  1.22183
H  -2.37589  0.68842  0.12588
O  1.43038  -1.07744  1.64493
C  0.45034  -0.82986  1.10636
H  1.32570  -1.72819  -1.39040

Cartesian forces, eV/Å:
0.1131 -0.1609 -0.0614
0.0263 -0.2623 0.0944
0.7883 0.3550 0.1297
0.0080 0.2601 -0.0203
-0.1341 0.0964 0.1174
0.0594 0.1322 0.0357
-0.8821 -0.5006 -0.1210
0.0226 -0.1716 -0.0446
0.1211 0.0329 0.0552
-1.1633 0.3151 -0.5019
0.9653 -0.0552 0.4489
0.0754 -0.0411 -0.1322

## Properties
frontier orbital gap (spin up / spin down) = 7.9247 / 7.9255 eV
HOMO energy (spin up / spin down) = -8.39 / -8.40 eV
energy relative to the best compared isomer or geometry (same formula, charge and spin) = 5.040 eV
molar mass = 95.1 g/mol

Löwdin atomic charge list, values in e, 2 entries: atom 1 (H): 0.051, atom 2 (C): -0.244